[1]
20
Properties=species:S:1:pos:R:3 method="wB97M-V/def2-TZVPD" gap_ev=9.0 e_above_lowest_ev=2.939 smiles="C=C(NN)[C@@H](C)CO" max_force_ev_per_a=2.1 lumo_energy_ev=1.00 e_tot_ev=-10405.4852
C -0.2850 -1.9844 0.3392
C -0.1423 -0.8107 -0.2882
N -0.3466 -0.7337 -1.7211
N 0.3352 0.1940 -2.5098
C 0.1557 0.5335 0.3503
C -1.0233 1.5075 0.2529
C 0.5394 0.3983 1.9002
O 1.6894 -0.4008 2.1479
H -0.1509 -2.0918 1.4106
H -0.4965 -2.8974 -0.2072
H -0.6241 -1.6153 -2.1620
H -0.3316 0.8128 -2.9768
H 0.8630 -0.2685 -3.2522
H 1.0426 0.9631 -0.1307
H -1.9437 1.0600 0.6417
H -1.2047 1.8113 -0.7819
H -0.8236 2.4180 0.8285
H 0.7530 1.4023 2.2832
H -0.2956 0.0003 2.4851
H 2.2894 -0.2986 1.3901



[2]
20
Properties=species:S:1:pos:R:3 method="wB97M-V/def2-TZVPD" gap_ev=10.1 e_above_lowest_ev=1.084 smiles="CC[C@@H](N)CNC=O" max_force_ev_per_a=1.3 lumo_energy_ev=0.94 e_tot_ev=-10407.3403
C 1.1118 -2.2408 -0.0381
C -0.0353 -1.2348 0.0705
C 0.2280 0.1345 -0.5738
N 0.3024 0.0087 -2.0418
C -0.9260 1.1030 -0.2477
N -0.5922 2.1306 0.7265
C -0.5091 1.8779 2.0373
O -0.7128 0.8209 2.5914
H 1.4726 -2.4767 0.9630
H 1.9290 -1.8312 -0.6189
H 0.7801 -3.1903 -0.4545
H -0.9447 -1.5563 -0.3730
H -0.3243 -1.0872 1.1080
H 1.1891 0.5327 -0.2690
H -0.3400 -0.6817 -2.4116
H 1.2232 -0.2358 -2.3777
H -1.8022 0.5356 0.0930
H -1.3147 1.5393 -1.1610
H -0.5243 3.0740 0.3854
H -0.2106 2.7778 2.5921



[3]
20
Properties=species:S:1:pos:R:3 method="wB97M-V/def2-TZVPD" gap_ev=7.9 e_above_lowest_ev=7.901 max_force_ev_per_a=3.6 lumo_energy_ev=0.89 e_tot_ev=-10400.5230
C -0.1330 0.2941 1.4495
C 2.5681 -1.2656 -0.1611
C -1.3383 0.7246 2.2318
C 0.5357 -0.0717 -1.4078
C 1.3935 -0.5799 -0.6741
N -2.2186 0.1285 -0.5928
N 0.0417 0.3047 -2.6391
O -0.8804 0.4418 -0.2636
H -2.5858 0.8688 -1.1884
H -2.2069 -0.7112 -1.1689
H -0.5413 1.1333 -2.6081
H 0.7707 0.3690 -3.3366
H 0.6946 0.9931 1.4452
H 0.1854 -0.7248 1.6376
H 3.4948 -0.8262 -0.5434
H 2.5719 -2.3223 -0.4462
H 2.5962 -1.2287 0.9390
H -1.6870 1.7164 1.9460
H -2.1645 0.0301 2.0802
H -1.0968 0.7263 3.3005



Repeat the second record exactly.
20
Properties=species:S:1:pos:R:3 method="wB97M-V/def2-TZVPD" gap_ev=10.1 e_above_lowest_ev=1.084 smiles="CC[C@@H](N)CNC=O" max_force_ev_per_a=1.3 lumo_energy_ev=0.94 e_tot_ev=-10407.3403
C 1.1118 -2.2408 -0.0381
C -0.0353 -1.2348 0.0705
C 0.2280 0.1345 -0.5738
N 0.3024 0.0087 -2.0418
C -0.9260 1.1030 -0.2477
N -0.5922 2.1306 0.7265
C -0.5091 1.8779 2.0373
O -0.7128 0.8209 2.5914
H 1.4726 -2.4767 0.9630
H 1.9290 -1.8312 -0.6189
H 0.7801 -3.1903 -0.4545
H -0.9447 -1.5563 -0.3730
H -0.3243 -1.0872 1.1080
H 1.1891 0.5327 -0.2690
H -0.3400 -0.6817 -2.4116
H 1.2232 -0.2358 -2.3777
H -1.8022 0.5356 0.0930
H -1.3147 1.5393 -1.1610
H -0.5243 3.0740 0.3854
H -0.2106 2.7778 2.5921